w.
The following is a quantum chemistry calculation of an isolated molecule of C3H6N2, from OMol25.

Each line ends with the Mulliken charge.
CARTESIAN COORDINATES (ANGSTROEM)
C: -0.9249 -0.9305 -0.1281  -1.021
C: 0.2585 0.0206 -0.3723  0.454
N: -0.2409 1.2712 0.2672  -0.604
C: 1.5499 -0.3679 0.2132  0.041
N: 2.5567 -0.6117 0.7294  -0.407
H: -0.7088 -1.7234 0.6071  0.282
H: -1.4618 0.0544 0.2679  0.338
H: -1.2583 -1.4524 -1.0455  0.243
H: 0.4026 0.1935 -1.4433  0.273
H: -0.2823 2.1039 -0.2945  0.184
H: 0.1095 1.4422 1.1989  0.215

Output
HOMO level = -9.91 eV
LUMO level = 0.86 eV



x.
The following is a quantum chemistry calculation of an isolated molecule of C3H6N2, from OMol25.

Each line ends with the Mulliken charge.
CARTESIAN COORDINATES (ANGSTROEM)
H: 0.5649 -1.6619 -1.3645  0.179
N: 0.5705 -0.6702 -1.1647  -0.613
C: -0.1383 -0.4655 -0.1359  0.628
N: -0.9306 -1.3837 0.5441  -0.433
C: -0.1643 0.9265 0.4218  -0.203
C: 0.7909 1.8491 0.1807  -0.653
H: -1.4085 -1.1911 1.4432  0.202
H: -0.8409 -2.3156 0.1796  0.187
H: -1.0322 1.1437 1.1641  0.160
H: 0.6272 2.8604 0.6062  0.246
H: 1.6807 1.6807 -0.4836  0.300

Output
HOMO level = -9.21 eV
LUMO level = 0.97 eV



y.
The following is a quantum chemistry calculation of an isolated molecule of C3H6N2, from OMol25.

Each line ends with the Mulliken charge.
CARTESIAN COORDINATES (ANGSTROEM)
C: -1.2973 -0.1465 -1.3071  -0.155
C: 1.6375 -0.4944 -0.1048  -0.746
C: -1.9740 0.5185 -0.0068  -0.634
N: -0.6701 0.0358 -0.2001  0.201
N: 0.4915 0.0549 0.5412  -0.257
H: 1.9344 -1.4429 0.4409  0.229
H: 2.4268 0.2258 -0.0997  0.311
H: -2.1138 1.5367 0.0467  0.297
H: -2.5243 -0.1336 0.5524  0.271
H: 1.5910 -0.7255 -1.2440  0.273
H: 0.4983 0.5711 1.3813  0.211

Output
HOMO level = -8.80 eV
LUMO level = 0.99 eV



The most stable arrangement is x, and the next structure is 0.0258 hartree less stable.



w.
The following is a quantum chemistry calculation of an isolated molecule of C3H6N2, from OMol25.

Each line ends with the Mulliken charge.
CARTESIAN COORDINATES (ANGSTROEM)
H: 1.2399 0.4721 -2.2522  0.204
N: 0.2965 0.0604 -2.4299  -0.587
C: -0.2551 -0.2245 -1.3175  0.122
N: 0.3163 -0.1936 0.0051  -0.277
C: -0.3702 -0.2046 1.2040  0.218
C: -0.1154 0.5017 2.3861  -0.897
H: -1.2790 -0.6159 -1.3528  0.282
H: 1.3660 0.0261 -0.0055  0.224
H: -1.2824 -0.8919 1.0255  0.216
H: -0.6362 0.3991 3.3050  0.258
H: 0.7466 1.1069 2.6171  0.237

Output
HOMO level = -8.62 eV
LUMO level = 1.13 eV



x.
The following is a quantum chemistry calculation of a structure of composition C3H6N2, from OMol25.

Each line ends with the Mulliken charge.
CARTESIAN COORDINATES (ANGSTROEM)
C: 1.0716 -0.4595 1.0399  -0.420
C: 0.1957 0.5524 0.9498  -0.189
C: 0.4420 -1.0921 -0.1458  -0.246
N: -0.6465 -0.0753 0.0158  -0.130
N: -1.0066 0.9659 -1.1685  -0.564
H: 1.9557 -0.6284 1.7365  0.291
H: -0.0279 1.5771 1.2100  0.313
H: 0.9786 -0.9707 -1.2381  0.216
H: 0.1483 -2.0949 -0.0419  0.231
H: -1.4382 1.7505 -0.5625  0.248
H: -1.6728 0.4750 -1.7952  0.250

Output
HOMO level = -8.10 eV
LUMO level = 1.18 eV



y.
The following is a quantum chemistry calculation of an isolated molecule of C3H6N2, from OMol25.

Each line ends with the Mulliken charge.
CARTESIAN COORDINATES (ANGSTROEM)
C: 0.9205 -1.3258 -1.0319  -0.263
N: 1.5037 -0.6845 -0.1422  -0.442
C: 0.6732 0.6396 0.5757  -0.243
N: -0.5080 0.8473 -0.1456  -0.419
C: -1.6364 0.7166 0.3848  -0.258
H: 1.4698 -2.1621 -1.4496  0.271
H: -0.0740 -1.1368 -1.4341  0.263
H: 0.5841 0.3369 1.6215  0.302
H: 1.3834 1.4441 0.4187  0.278
H: -2.5104 0.8307 -0.2414  0.281
H: -1.8057 0.4941 1.4440  0.230

Output
HOMO level = -9.35 eV
LUMO level = 1.06 eV



z.
The following is a quantum chemistry calculation of an isolated molecule of C3H6N2, from OMol25.

Each line ends with the Mulliken charge.
CARTESIAN COORDINATES (ANGSTROEM)
C: -1.7515 -0.6376 0.0171  -0.740
C: -0.5469 -0.0363 -0.5004  0.343
C: 0.1426 1.1913 -0.0720  -0.366
N: 0.7926 -0.0549 -0.6632  -0.197
N: 1.5682 -0.9742 0.0374  -0.494
H: -2.1069 -1.6302 -0.0859  0.322
H: -2.4468 0.2501 0.2183  0.196
H: 0.1150 2.1443 -0.7389  0.190
H: 0.4152 1.3869 0.9452  0.260
H: 1.2868 -0.7370 1.0759  0.245
H: 2.5319 -0.9024 -0.2335  0.242

Output
HOMO level = -8.54 eV
LUMO level = 1.10 eV



The most stable arrangement is w, and the next structure is 0.0262 hartree less stable.



w.
The following is a quantum chemistry calculation of a cluster of 2 separate species, C3H6N2 in total, from OMol25.

Each line ends with the Mulliken charge.
CARTESIAN COORDINATES (ANGSTROEM)
C: -1.1768 1.1194 0.7230  -0.808
C: -0.0713 0.3761 0.6574  0.116
N: 0.7564 0.3107 -0.5673  -0.551
H: -1.7353 1.2119 1.6376  0.251
H: -1.5887 1.6167 -0.1418  0.217
H: 0.4318 0.0415 1.5544  0.343
H: 0.4566 0.9566 -1.2887  0.193
H: 1.7573 0.3650 -0.4141  0.260
C: 0.4499 -1.8741 -0.7538  0.202
N: 0.7860 -2.3071 0.2816  -0.489
H: -0.0658 -1.8167 -1.6881  0.266

Output
HOMO level = -8.73 eV
LUMO level = 1.00 eV



x.
The following is a quantum chemistry calculation of an isolated molecule of C3H6N2, from OMol25.

Each line ends with the Mulliken charge.
CARTESIAN COORDINATES (ANGSTROEM)
C: -0.1384 -1.7388 0.5482  -0.334
N: -0.7758 -0.6532 0.7260  -0.408
N: -0.9201 0.2767 -0.3048  -0.187
C: -0.1236 1.5638 0.0684  -0.392
C: 0.5442 0.5490 -0.7987  -0.310
H: 0.4567 -1.9843 -0.2983  0.348
H: -0.0981 -2.4705 1.2803  0.285
H: -0.0313 1.4005 1.2343  0.244
H: -0.7667 2.4948 -0.1890  0.259
H: 0.6164 0.7549 -1.9790  0.182
H: 1.2368 -0.1930 -0.2876  0.312

Output
HOMO level = -9.40 eV
LUMO level = 1.16 eV



The most stable arrangement is w, and the next structure is 0.0651 hartree less stable.



w.
The following is a quantum chemistry calculation of an isolated molecule of C3H6N2, from OMol25.

Each line ends with the Mulliken charge.
CARTESIAN COORDINATES (ANGSTROEM)
N: -1.2990 -1.3865 -1.2139  -0.277
N: 1.6624 1.2678 0.2236  -0.465
C: -0.3675 -1.0673 -0.3105  -0.371
C: 0.4426 1.0207 0.8456  -0.084
C: -0.4356 0.1390 0.3636  -0.060
H: -1.2794 -2.2862 -1.6632  0.242
H: -2.1327 -0.8242 -1.3787  0.216
H: 1.9199 0.5193 -0.4091  0.225
H: 2.4028 1.5875 0.8304  0.235
H: -1.1219 -0.6199 1.0167  0.004
H: 0.2086 1.6497 1.6956  0.336

Output
HOMO level = -6.96 eV
LUMO level = 0.97 eV



x.
The following is a quantum chemistry calculation of an isolated molecule of C3H6N2, from OMol25.

Each line ends with the Mulliken charge.
CARTESIAN COORDINATES (ANGSTROEM)
C: 1.2743 0.5790 -0.0756  -1.006
N: 0.7590 -1.5368 0.2004  -0.715
N: -2.1142 0.1736 0.2008  -0.259
C: 0.0984 -0.5643 -0.3807  0.683
C: -1.2022 -0.3061 -0.6153  -0.421
H: 1.6783 -1.6802 -0.2209  0.268
H: -1.9070 0.4030 1.1744  0.227
H: -3.0798 0.2287 -0.0822  0.261
H: 1.4153 0.9073 0.9417  0.286
H: 2.2325 0.3569 -0.5480  0.367
H: 0.8453 1.4389 -0.5945  0.310

Output
HOMO level = -7.52 eV
LUMO level = 0.45 eV



The most stable arrangement is w, and the next structure is 0.0384 hartree less stable.



w.
The following is a quantum chemistry calculation of an isolated molecule of C4H5NO2, from OMol25.

Each line ends with the Mulliken charge.
CARTESIAN COORDINATES (ANGSTROEM)
O: -0.8131 1.5520 -1.1807  -0.446
C: 0.2957 1.4562 -0.7188  -0.124
C: 0.7666 0.1562 -0.0684  0.289
C: -0.0566 -0.2015 1.1948  -0.579
N: -1.1681 -1.0000 0.6710  -0.467
C: -0.8191 -1.3197 -0.4981  0.065
O: 0.3835 -0.8896 -0.9740  -0.410
H: 1.0239 2.2948 -0.7619  0.352
H: 1.8538 0.1593 0.0721  0.330
H: 0.5274 -0.8287 1.8759  0.299
H: -0.4275 0.6673 1.7451  0.308
H: -1.4081 -1.8847 -1.2112  0.383

Output
HOMO level = -9.54 eV
LUMO level = 0.52 eV



x.
The following is a quantum chemistry calculation of an isolated molecule of C4H5NO2, from OMol25.

Each line ends with the Mulliken charge.
CARTESIAN COORDINATES (ANGSTROEM)
O: 2.6125 -0.4425 -0.6752  -0.468
C: 1.4370 -0.2136 -0.8301  0.011
C: 0.6432 0.4257 0.2547  -0.009
C: -0.6011 1.1191 0.0703  -0.273
N: -1.3261 0.1693 0.9545  -0.514
C: -1.2198 -1.1042 0.6306  0.211
O: -0.2817 -1.6747 0.0386  -0.542
H: 0.9128 -0.3718 -1.7885  0.315
H: 1.1312 0.4833 1.2240  0.345
H: -0.9707 1.1291 -0.9608  0.261
H: -0.6703 2.1077 0.5244  0.266
H: -2.0801 -1.7080 0.9571  0.400

Output
HOMO level (alpha / beta) = -9.65 / -9.65 eV
LUMO level (alpha / beta) = -1.53 / -1.53 eV



y.
The following is a quantum chemistry calculation of a cluster of 2 separate species, C4H5NO2 in total, from OMol25.

Each line ends with the Mulliken charge.
CARTESIAN COORDINATES (ANGSTROEM)
O: -2.8548 0.2013 0.1209  -0.282
C: -1.8563 -0.0959 -0.4102  0.498
C: -0.6489 0.0793 -0.9998  -0.635
C: 0.6185 0.8170 0.8585  -0.443
N: 1.5518 -0.1808 0.6688  -0.355
C: 1.3263 -1.0250 -0.2397  0.270
O: 0.2624 -0.9890 -1.0744  -0.234
H: -0.9458 -0.5326 1.2539  -0.056
H: -0.5709 0.8495 -1.7554  0.360
H: 0.7277 1.6993 0.1970  0.233
H: 0.5534 1.1736 1.8747  0.267
H: 1.9499 -1.9070 -0.3903  0.376

Output
HOMO level (alpha / beta) = -8.05 / -7.61 eV
LUMO level (alpha / beta) = -0.63 / -0.85 eV



z.
The following is a quantum chemistry calculation of a structure of composition C4H5NO2, from OMol25.

Each line ends with the Mulliken charge.
CARTESIAN COORDINATES (ANGSTROEM)
C: 1.4738 0.3546 0.5228  -0.174
C: 0.4977 1.2119 0.1087  -0.586
C: 0.7615 -0.8953 0.1992  -0.557
C: -0.3546 0.0187 -0.2270  0.063
N: -1.7781 -0.0970 -0.1183  0.967
O: -2.4724 0.9258 -0.1542  -0.560
O: -2.2401 -1.2084 0.1004  -0.556
H: 2.4281 0.2831 1.0608  0.373
H: 0.0696 2.2304 0.0443  0.414
H: 1.4444 -1.6049 -0.3595  0.276
H: 0.4806 -1.4520 1.1186  0.225
H: -0.3105 0.2330 -2.2957  0.116

Output
HOMO level (alpha / beta) = -10.04 / -9.24 eV
LUMO level (alpha / beta) = -1.61 / -1.12 eV



The most stable arrangement is w, and the next structure is 0.0859 hartree less stable.



w.
The following is a quantum chemistry calculation of an isolated molecule of C4H5NO2, from OMol25.

Each line ends with the Mulliken charge.
CARTESIAN COORDINATES (ANGSTROEM)
N: 2.8099 1.0938 0.2354  -0.489
C: 1.6965 0.8441 -0.2349  0.208
C: 0.6285 0.1662 -0.5409  -0.413
C: -0.2890 -0.0727 0.6133  -0.396
O: -1.5238 0.6318 0.6313  -0.290
C: -2.5341 0.2893 -0.2268  0.235
O: -3.6145 0.8075 -0.1477  -0.435
H: 3.0306 2.1051 0.4817  0.294
H: 0.5402 -0.3281 -1.4347  0.466
H: -0.5560 -1.2218 0.6303  0.272
H: 0.1994 0.1582 1.6611  0.276
H: -2.3930 -0.4855 -1.0509  0.272

Output
HOMO level = -9.55 eV
LUMO level = 0.74 eV



x.
The following is a quantum chemistry calculation of an isolated molecule of C4H5NO2, from OMol25.

Each line ends with the Mulliken charge.
CARTESIAN COORDINATES (ANGSTROEM)
C: -0.9405 -1.9227 -1.7313  -0.764
C: -0.8915 -0.6080 -1.4217  -0.359
C: 0.0843 -0.1710 -0.3569  0.693
N: 0.7357 -0.6196 0.5818  -0.336
O: 0.8270 0.2836 1.6398  -0.236
C: 0.3208 1.5911 1.1565  -0.048
O: -0.0952 1.2195 -0.0820  -0.372
H: -1.1841 -2.2206 -2.6577  0.338
H: -0.3813 -2.7549 -1.2036  0.247
H: -1.5291 0.0478 -1.9065  0.393
H: -0.5235 1.7183 1.9351  0.172
H: 1.1755 2.1856 1.4187  0.272

Output
HOMO level = -8.87 eV
LUMO level = 0.25 eV



The most stable arrangement is w, and the next structure is 0.0847 hartree less stable.



w.
The following is a quantum chemistry calculation of a structure of composition C4H5NO2, from OMol25.

Each line ends with the Mulliken charge.
CARTESIAN COORDINATES (ANGSTROEM)
O: -2.6153 0.7983 0.3909  -0.508
C: -1.9309 -0.1396 0.0305  -0.264
C: -0.4929 -0.0401 -0.1530  0.072
C: 0.4719 0.8828 0.5142  -0.139
N: 1.6166 0.3920 -0.3346  -0.517
C: 1.4478 -0.9351 -0.2584  0.067
O: 0.1976 -1.2811 -0.1352  -0.260
H: -2.3755 -1.1214 -0.2351  0.301
H: 0.6498 0.4657 -1.1910  0.380
H: 0.2927 1.9381 0.3206  0.247
H: 0.6604 0.7036 1.5844  0.256
H: 2.1737 -1.7045 -0.4919  0.365

Output
HOMO level (alpha / beta) = -8.94 / -8.94 eV
LUMO level (alpha / beta) = -0.14 / -0.14 eV



x.
The following is a quantum chemistry calculation of a structure of composition C4H5NO2, from OMol25.

Each line ends with the Mulliken charge.
CARTESIAN COORDINATES (ANGSTROEM)
C: 1.2773 1.8270 0.1573  -1.224
N: 0.1273 -1.9750 0.0187  -0.519
C: -1.2166 -1.0298 -0.2909  0.791
O: -1.7380 -0.6061 0.8728  -0.430
C: 0.6665 -0.7500 -0.0271  0.379
C: 0.9082 0.4467 -0.0814  0.002
O: -1.8350 -1.2357 -1.3005  -0.522
H: -2.6942 -0.7451 0.8361  0.350
H: 0.3366 -2.5236 -0.8118  0.296
H: 1.4265 2.0205 1.2192  0.273
H: 2.2183 2.0609 -0.3556  0.319
H: 0.5230 2.5103 -0.2369  0.285

Output
HOMO level = -8.81 eV
LUMO level = 0.38 eV



The most stable arrangement is x, and the next structure is 0.0256 hartree less stable.